2 unconnected molecules or ions with the total composition NO5P at a distorted geometry. Source: OMol25; level of theory: ωB97M-V/def2-TZVPD.

frontier orbital gap	7.5	eV
lowest unoccupied orbital energy	0.2685	Eh
charge	-2

XYZ file:
```
7
Properties=species:S:1:pos:R:3:nbo_charge:R:1
N 1.512 -0.006 -0.034 0.24
O -1.467 0.079 -1.501 -1.17
O -1.527 1.230 0.789 -1.17
O 2.199 -1.055 0.093 -0.59
O 2.127 1.089 0.035 -0.59
O -1.516 -1.332 0.637 -1.17
P -1.329 -0.006 -0.019 2.45
```

---

A molecular structure, NO7SSr6 at a distorted geometry. Source: OMol25; level of theory: ωB97M-V/def2-TZVPD.

frontier orbital gap	1.3	eV
lowest unoccupied orbital energy	-0.7833	Eh
charge	+9

XYZ file:
```
15
Properties=species:S:1:pos:R:3:nbo_charge:R:1
Sr -21.251 -9.133 4.055 1.77
Sr -22.296 -12.143 -2.557 1.88
Sr -30.116 -10.927 3.269 1.99
Sr -22.802 -4.094 -4.383 1.90
Sr -29.534 -5.106 -2.556 1.90
Sr -25.625 -2.898 3.916 1.89
N -25.696 -15.113 1.438 0.72
O -25.795 -16.366 1.426 -0.25
O -26.393 -14.322 1.955 -0.42
O -24.764 -14.646 0.846 -0.42
S -25.560 -7.656 0.148 2.62
O -24.521 -8.671 0.066 -1.12
O -25.118 -6.440 0.799 -1.16
O -25.807 -7.270 -1.297 -1.17
O -26.720 -8.123 0.781 -1.11
```

---

2 unconnected molecules or ions with the total composition O2 at a distorted geometry. Source: OMol25; level of theory: ωB97M-V/def2-TZVPD.

frontier orbital gap	6.7	eV
lowest unoccupied orbital energy	-0.2299	Eh

XYZ file:
```
2
Properties=species:S:1:pos:R:3:nbo_charge:R:1
O 0.343 0.878 0.533 0.00
O -0.343 -0.878 -0.533 0.00
```

---

O4P2 in the gas phase at a distorted geometry. Source: OMol25; level of theory: ωB97M-V/def2-TZVPD.

frontier orbital gap	10.2	eV
SMILES	O=P(=O)P(=O)=O
lowest unoccupied orbital energy	-0.0855	Eh

XYZ file:
```
6
Properties=species:S:1:pos:R:3:nbo_charge:R:1
O -0.755 -1.536 1.299 -0.94
P 0.384 -0.849 0.729 1.88
O 1.776 -1.137 1.002 -0.94
P -0.301 0.881 -0.756 1.88
O -1.749 0.915 -0.803 -0.94
O 0.645 1.725 -1.471 -0.94
```

---

A molecular structure, O4RbS at a distorted geometry. Source: OMol25; level of theory: ωB97M-V/def2-TZVPD.

frontier orbital gap	1.8	eV
lowest unoccupied orbital energy	0.0093	Eh
charge	-1

XYZ file:
```
6
Properties=species:S:1:pos:R:3:nbo_charge:R:1
Rb 2.562 0.847 3.124 0.98
S -0.509 -0.188 -0.616 2.60
O -0.997 0.957 -1.394 -1.14
O -0.901 0.002 0.775 -1.16
O -1.108 -1.384 -1.233 -1.11
O 0.953 -0.234 -0.656 -1.17
```

---

O4S in the gas phase at a distorted geometry. Source: OMol25; level of theory: ωB97M-V/def2-TZVPD.

frontier orbital gap	12.4	eV
SMILES	O=S1(=O)OO1
lowest unoccupied orbital energy	0.0010	Eh

XYZ file:
```
5
Properties=species:S:1:pos:R:3:nbo_charge:R:1
O -1.034 1.174 -0.004 -0.85
S -0.283 -0.001 -0.002 2.50
O -1.050 -1.164 0.004 -0.85
O 1.112 0.002 0.730 -0.40
O 1.113 -0.011 -0.729 -0.40
```

---

A molecular structure, O4S2 at a distorted geometry. Source: OMol25; level of theory: ωB97M-V/def2-TZVPD.

frontier orbital gap	10.1	eV
lowest unoccupied orbital energy	-0.0397	Eh

XYZ file:
```
6
Properties=species:S:1:pos:R:3:nbo_charge:R:1
O -0.018 -0.228 1.127 -0.90
O -1.984 0.745 -0.105 -0.83
O 0.014 -0.761 -1.053 -0.90
O 1.899 0.783 -0.018 -0.82
S -1.293 -0.511 0.113 1.71
S 1.354 -0.503 0.039 1.74
```

---

A gas-phase ion, O4S4 (charge -2) at a distorted geometry. Source: OMol25; level of theory: ωB97M-V/def2-TZVPD.

frontier orbital gap	6.6	eV
SMILES	O=S([O-])#S#S#S(=O)[O-]
lowest unoccupied orbital energy	0.2231	Eh
charge	-2

XYZ file:
```
8
Properties=species:S:1:pos:R:3:nbo_charge:R:1
O 1.617 -0.867 -1.131 -1.02
S 1.150 0.477 -1.513 1.48
O 1.623 0.832 -2.874 -1.05
S -1.138 0.290 -1.779 -0.43
S -1.391 1.094 0.509 -0.41
S -0.375 -0.536 1.765 1.50
O -1.415 -1.546 2.039 -1.03
O -0.071 0.255 2.984 -1.04
```

---

A gas-phase ion, O5S2 (charge -2) at a distorted geometry. Source: OMol25; level of theory: ωB97M-V/def2-TZVPD.

frontier orbital gap	5.8	eV
SMILES	O=S(=O)=S(=O)([O-])[O-]
lowest unoccupied orbital energy	0.2363	Eh
charge	-2

XYZ file:
```
7
Properties=species:S:1:pos:R:3:nbo_charge:R:1
O 1.515 -0.136 1.560 -1.06
S 0.810 -1.069 0.643 1.31
O -0.233 -1.784 1.434 -1.05
S -0.325 0.481 -0.667 2.01
O -1.451 -0.271 -1.270 -1.09
O 0.586 0.726 -1.804 -1.08
O -0.781 1.697 0.078 -1.04
```

---

A gas-phase ion, O5S2 (charge -2). Source: OMol25; level of theory: ωB97M-V/def2-TZVPD.

frontier orbital gap	5.6	eV
SMILES	O=S(=O)=S(=O)([O-])[O-]
lowest unoccupied orbital energy	0.2355	Eh
charge	-2

XYZ file:
```
7
Properties=species:S:1:pos:R:3:nbo_charge:R:1
O -0.642 -0.507 2.119 -1.04
S -0.706 0.631 1.153 1.31
O -2.091 0.825 0.622 -1.03
S 0.666 -0.113 -0.752 1.97
O -0.069 -1.050 -1.662 -1.06
O 1.913 -0.748 -0.217 -1.07
O 0.989 1.175 -1.446 -1.08
```

---

A molecular structure, O8RbS2 at a distorted geometry. Source: OMol25; level of theory: ωB97M-V/def2-TZVPD.

frontier orbital gap	3.1	eV
lowest unoccupied orbital energy	0.2144	Eh
charge	-3

XYZ file:
```
11
Properties=species:S:1:pos:R:3:mulliken_charge:R:1
Rb 1.522 -0.815 -0.644 0.90
S -1.555 -0.180 -2.340 1.13
O -0.888 -1.199 -1.528 -0.75
O -0.948 1.153 -2.238 -0.79
O -1.410 -0.449 -3.755 -0.76
O -2.947 -0.021 -1.970 -0.79
S 1.237 0.233 2.501 1.19
O 1.093 1.260 1.478 -0.79
O 1.915 -1.008 2.021 -0.82
O 2.097 0.937 3.414 -0.80
O -0.115 0.089 3.062 -0.73
```

---

OS in the gas phase at a distorted geometry. Source: OMol25; level of theory: ωB97M-V/def2-TZVPD.

frontier orbital gap	6.4	eV
SMILES	O=S
lowest unoccupied orbital energy	-0.0993	Eh

XYZ file:
```
2
Properties=species:S:1:pos:R:3:nbo_charge:R:1
O 0.702 -0.260 -0.237 -0.62
S -0.702 0.260 0.237 0.62
```

---

P2S2 in the gas phase at a distorted geometry. Source: OMol25; level of theory: ωB97M-V/def2-TZVPD.

frontier orbital gap	6.6	eV
SMILES	S=P#P=S
lowest unoccupied orbital energy	-0.0740	Eh

XYZ file:
```
4
Properties=species:S:1:pos:R:3:nbo_charge:R:1
S -1.975 0.034 0.653 -0.38
P -0.729 0.535 -0.764 0.36
P 0.767 -0.992 -0.311 0.36
S 1.937 0.424 0.422 -0.34
```

---

2 unconnected molecules or ions with the total composition S2 at a distorted geometry. Source: OMol25; level of theory: ωB97M-V/def2-TZVPD.

frontier orbital gap	5.4	eV
lowest unoccupied orbital energy	-0.1700	Eh

XYZ file:
```
2
Properties=species:S:1:pos:R:3:nbo_charge:R:1
S 0.953 0.725 0.771 0.00
S -0.953 -0.725 -0.771 0.00
```

---

S2 in the gas phase at a distorted geometry. Source: OMol25; level of theory: ωB97M-V/def2-TZVPD.

frontier orbital gap	5.5	eV
lowest unoccupied orbital energy	-0.1543	Eh

XYZ file:
```
2
Properties=species:S:1:pos:R:3:nbo_charge:R:1
S 0.000 0.000 1.284 0.00
S 0.000 0.000 -1.284 0.00
```

---

S2 in the gas phase at a distorted geometry. Source: OMol25; level of theory: ωB97M-V/def2-TZVPD.

frontier orbital gap	5.8	eV
lowest unoccupied orbital energy	-0.0861	Eh

XYZ file:
```
2
Properties=species:S:1:pos:R:3:nbo_charge:R:1
S 0.000 0.000 0.917 0.00
S 0.000 0.000 -0.917 0.00
```